No. 1
{"formula": "C4H7Cl2FO", "method": "ωB97M-V/def2-TZVPD", "homo_lumo_gap_ev": 10.8, "fmax_ha_per_bohr": 0.0823, "smiles": "CO[C@@](C)(F)C(Cl)Cl", "e_homo_ev": -10.0, "total_energy_ha": -1252.05389, "de_lowest_kcal_mol": 7.7, "symbols": ["C", "O", "C", "C", "F", "C", "Cl", "Cl", "H", "H", "H", "H", "H", "H", "H"], "coordinates": [[0.5564, -0.3525, 2.0075], [-0.3146, 0.1926, 1.0881], [0.1013, 0.1884, -0.3386], [-0.4956, 1.4797, -0.9975], [1.4508, 0.2726, -0.3984], [-0.2777, -1.0979, -1.0714], [-1.9768, -1.2428, -1.1962], [0.3601, -2.5455, -0.1854], [1.6132, 0.1613, 1.9551], [0.7907, -1.3812, 1.8194], [0.0579, -0.0608, 2.8614], [-1.3601, 1.8241, -0.4450], [0.0189, 2.3917, -0.9638], [-0.7595, 1.1900, -2.1121], [0.2350, -1.0195, -2.0230]], "lowdin_charge": [-0.15, -0.14, -0.62, 0.00, 0.04, -1.01, 0.69, 0.63, 0.13, 0.01, 0.07, 0.08, 0.06, 0.12, 0.08]}

***

No. 2
{"formula": "C24H18F4N", "method": "ωB97M-V/def2-TZVPD", "homo_lumo_gap_ev": 6.7, "fmax_ha_per_bohr": 0.0884, "smiles": "CC1=[NH+]c2ccccc2[C@H]1[C@@H](/C=C/c1cc(F)cc(F)c1)c1cc(F)cc(F)c1", "charge": 1, "e_homo_ev": -11.6, "total_energy_ha": -1379.27254, "symbols": ["C", "C", "N", "C", "C", "C", "C", "C", "C", "C", "C", "C", "C", "C", "C", "C", "F", "C", "C", "F", "C", "C", "C", "C", "F", "C", "C", "F", "C", "H", "H", "H", "H", "H", "H", "H", "H", "H", "H", "H", "H", "H", "H", "H", "H", "H", "H"], "coordinates": [[1.9791, 3.4755, 1.4884], [1.7712, 2.0212, 1.6530], [1.9599, 1.4954, 2.8719], [1.8567, 0.1018, 2.8123], [2.0549, -0.8220, 3.8408], [2.0103, -2.1807, 3.4720], [1.8254, -2.5307, 2.1238], [1.6507, -1.5663, 1.1092], [1.6154, -0.2369, 1.4754], [1.2552, 1.0005, 0.7290], [-0.3179, 0.9497, -0.1919], [-0.6118, -0.0188, -1.2665], [-0.0507, 0.0360, -2.5181], [-0.2478, -0.9121, -3.6046], [-1.2671, -1.8981, -3.5469], [-1.4298, -2.7802, -4.6122], [-2.4433, -3.7053, -4.5490], [-0.6187, -2.7689, -5.7455], [0.3951, -1.8060, -5.7753], [1.2098, -1.7666, -6.8830], [0.6040, -0.8984, -4.7476], [-1.4622, 1.0787, 0.7542], [-1.9526, 2.3160, 1.1987], [-2.8904, 2.3583, 2.2386], [-3.3252, 3.5805, 2.7158], [-3.4129, 1.2109, 2.8377], [-2.9642, -0.0025, 2.3210], [-3.4562, -1.1669, 2.8772], [-2.0286, -0.0861, 1.2785], [1.9133, 3.7162, 0.4161], [1.1694, 4.0277, 2.0325], [2.9536, 3.8652, 1.8838], [2.1721, 2.0150, 3.7358], [2.2382, -0.5078, 4.8687], [2.1376, -2.9668, 4.2189], [1.8174, -3.6052, 1.8730], [1.5190, -1.8521, 0.0793], [1.8116, 1.0617, -0.3224], [-0.1819, 1.9887, -0.6967], [-1.3037, -0.8582, -1.0898], [0.7205, 0.7939, -2.7056], [-1.9308, -1.9604, -2.6839], [-0.7723, -3.4625, -6.5612], [1.4174, -0.1672, -4.8123], [-1.5638, 3.2631, 0.8026], [-4.1450, 1.2539, 3.6338], [-1.6807, -1.0836, 0.9705]], "lowdin_charge": [0.01, -0.18, 0.20, -0.19, 0.02, -0.05, -0.05, 0.00, -0.16, -0.04, -0.14, -0.06, -0.01, -0.20, 0.05, -0.23, 0.05, 0.09, -0.23, 0.05, 0.04, -0.22, 0.04, -0.22, 0.05, 0.08, -0.21, 0.05, 0.04, 0.10, 0.12, 0.12, 0.21, 0.12, 0.12, 0.12, 0.12, 0.20, 0.16, 0.10, 0.12, 0.12, 0.14, 0.13, 0.13, 0.14, 0.13]}

***

No. 3
{"formula": "C29H34BrN6O13Tm", "method": "ωB97M-V/def2-TZVPD", "homo_lumo_gap_ev": [8.5, 8.5], "fmax_ha_per_bohr": 0.0458, "multiplicity": 3, "e_homo_ev": [-8.8, -8.8], "total_energy_ha": -6091.68216, "de_lowest_kcal_mol": 19.1, "symbols": ["Tm", "C", "N", "C", "C", "O", "C", "O", "C", "C", "O", "N", "C", "C", "H", "H", "H", "H", "H", "H", "H", "H", "H", "H", "H", "H", "H", "H", "H", "H", "O", "C", "O", "C", "C", "N", "N", "C", "C", "O", "O", "H", "H", "H", "C", "C", "C", "C", "C", "C", "O", "N", "C", "O", "N", "C", "O", "H", "H", "H", "H", "H", "H", "H", "H", "H", "H", "H", "Br", "C", "C", "C", "C", "C", "C", "C", "O", "O", "H", "H", "H", "H", "O", "C"], "coordinates": [[0.6325, 0.1783, -0.1782], [-2.2961, -3.4288, -1.7004], [-2.4648, -2.1308, -2.3295], [-3.7474, -1.7621, -2.8787], [-1.4376, -1.2807, -2.2471], [-0.3748, -1.5862, -1.7155], [-1.6029, 0.1172, -2.8568], [-0.4975, 0.9310, -2.5152], [0.5004, 1.1616, -3.4965], [1.7847, 0.3806, -3.1869], [1.8345, -0.3834, -2.2238], [2.8085, 0.5174, -4.0340], [2.8444, 1.4335, -5.1490], [4.0703, -0.1180, -3.7109], [-3.2601, -3.8282, -1.4012], [-1.8199, -4.1306, -2.3875], [-1.6615, -3.3018, -0.8222], [-4.3844, -2.6411, -2.9185], [-4.2410, -1.0144, -2.2531], [-3.6412, -1.3683, -3.8900], [-1.7256, 0.0454, -3.9454], [-2.4833, 0.6090, -2.4258], [0.1224, 0.9186, -4.4965], [0.7455, 2.2285, -3.4373], [1.8667, 1.5410, -5.6119], [3.1963, 2.4190, -4.8357], [3.5319, 1.0371, -5.8962], [3.9738, -0.6179, -2.7511], [4.3312, -0.8452, -4.4804], [4.8571, 0.6309, -3.6374], [4.0406, -2.5974, 3.9148], [4.3499, -3.0681, 2.7292], [5.3032, -3.7877, 2.5446], [3.4626, -2.7063, 1.5826], [3.6323, -3.1916, 0.2948], [2.6550, -2.6680, -0.4586], [1.8570, -1.8699, 0.2462], [2.3241, -1.8668, 1.4902], [1.6633, -0.9441, 2.4865], [2.0096, -0.9930, 3.6690], [0.7829, -0.1746, 2.0032], [3.2490, -1.9684, 3.9187], [4.3950, -3.8469, -0.0753], [2.4717, -2.7882, -1.4447], [-4.6203, -2.0795, 0.8330], [-4.4340, -0.7202, 1.4928], [-3.0704, -0.5493, 2.2199], [-2.7847, -1.7135, 3.1854], [-1.5356, -1.4479, 4.0171], [-3.2421, 0.7350, 3.0145], [-3.8907, 0.8113, 4.0279], [-2.6796, 1.8515, 2.4518], [-1.8947, 1.8920, 1.3113], [-1.5049, 2.9931, 0.9101], [-1.5880, 0.7497, 0.6884], [-1.9608, -0.4477, 1.1869], [-1.4149, -1.4508, 0.7229], [-5.4931, -2.0550, 0.1823], [-4.7783, -2.8551, 1.5776], [-3.7395, -2.3289, 0.2511], [-5.2177, -0.5650, 2.2370], [-4.5229, 0.0715, 0.7417], [-2.6360, -2.6178, 2.5952], [-3.6444, -1.8473, 3.8444], [-0.7102, -1.1692, 3.3721], [-1.2495, -2.3384, 4.5704], [-1.6951, -0.6386, 4.7239], [-2.8144, 2.7313, 2.9383], [1.0672, 6.6473, 3.6236], [1.6004, 5.2041, 2.5112], [2.3240, 5.4697, 1.3606], [2.6577, 4.4207, 0.5241], [2.2932, 3.1196, 0.8487], [1.5922, 2.8701, 2.0270], [1.2298, 3.9152, 2.8557], [2.4449, 1.9910, -0.1358], [2.2097, 2.2369, -1.3420], [2.6616, 0.8293, 0.2937], [2.6121, 6.4836, 1.1229], [3.1974, 4.6064, -0.3923], [1.3150, 1.8568, 2.2868], [0.6609, 3.7246, 3.7537], [-0.2715, 3.6578, -1.2732], [-0.1308, 2.7153, -0.6491]], "lowdin_spin": [2.01, 0.00, 0.00, 0.00, 0.00, 0.00, 0.00, 0.00, 0.00, 0.00, 0.00, 0.00, 0.00, 0.00, 0.00, 0.00, 0.00, 0.00, 0.00, 0.00, 0.00, 0.00, 0.00, 0.00, 0.00, 0.00, 0.00, 0.00, 0.00, 0.00, 0.00, 0.00, 0.00, 0.00, 0.00, 0.00, 0.00, 0.00, 0.00, 0.00, 0.00, 0.00, 0.00, 0.00, 0.00, 0.00, 0.00, 0.00, 0.00, 0.00, 0.00, 0.00, 0.00, 0.00, 0.00, 0.00, 0.00, 0.00, 0.00, 0.00, 0.00, 0.00, 0.00, 0.00, 0.00, 0.00, 0.00, 0.00, 0.00, 0.00, 0.00, 0.00, 0.00, 0.00, 0.00, 0.00, 0.00, 0.00, 0.00, 0.00, 0.00, 0.00, 0.00, 0.00]}

***

No. 4
{"formula": "C32H69F6N9O13S2", "method": "ωB97M-V/def2-TZVPD", "homo_lumo_gap_ev": [7.0, 7.3], "fmax_ha_per_bohr": 0.1644, "multiplicity": 3, "e_homo_ev": [-9.1, -9.3], "total_energy_ha": -4126.80015, "symbols": ["O", "H", "H", "H", "C", "F", "F", "F", "S", "O", "O", "N", "S", "O", "O", "C", "F", "F", "F", "C", "C", "C", "C", "C", "C", "N", "O", "C", "C", "C", "H", "H", "H", "H", "H", "H", "H", "H", "H", "H", "H", "H", "H", "H", "H", "H", "H", "H", "C", "C", "C", "C", "C", "C", "N", "O", "C", "C", "C", "H", "H", "H", "H", "H", "H", "H", "H", "H", "H", "H", "H", "H", "H", "H", "H", "H", "H", "O", "C", "N", "C", "H", "H", "H", "H", "H", "O", "C", "N", "C", "H", "H", "H", "H", "H", "O", "C", "N", "C", "H", "H", "H", "H", "H", "O", "C", "N", "C", "H", "H", "H", "H", "H", "O", "C", "N", "C", "H", "H", "H", "H", "H", "O", "C", "N", "C", "H", "H", "H", "H", "H"], "coordinates": [[-25.5503, 30.0624, 25.1054], [-26.0048, 30.8912, 24.9372], [-25.1331, 29.6578, 24.3414], [-26.1134, 29.5134, 25.6560], [-28.6862, 29.8199, 28.5997], [-28.3436, 29.1236, 29.7212], [-29.5023, 30.7848, 28.9772], [-27.5715, 30.3099, 28.0884], [-29.6029, 28.7314, 27.2221], [-30.6963, 28.0642, 27.9224], [-30.0069, 29.6686, 26.1916], [-28.3252, 27.7650, 26.7182], [-29.0821, 26.5376, 26.1807], [-29.0990, 25.2761, 26.9523], [-30.4088, 26.6570, 25.5312], [-27.9628, 26.1122, 24.6105], [-28.1928, 27.0465, 23.6686], [-26.6717, 26.0401, 24.9342], [-28.4149, 24.9280, 24.1732], [-33.0348, 29.8774, 19.1282], [-33.7391, 28.6209, 18.4072], [-32.8593, 27.3693, 18.7124], [-33.5566, 26.0403, 18.4943], [-34.7266, 26.0543, 19.4012], [-35.7149, 27.1822, 19.1775], [-35.1079, 28.4947, 18.9835], [-36.1685, 29.5986, 18.7196], [-36.5885, 26.6415, 17.9103], [-36.6285, 27.2390, 20.3642], [-33.6468, 28.8189, 16.9137], [-33.6598, 30.7675, 19.2004], [-32.0621, 30.0785, 18.6793], [-32.9800, 29.7909, 20.2134], [-31.9558, 27.2679, 18.1113], [-32.4811, 27.3642, 19.7347], [-32.8145, 25.2565, 18.6462], [-33.7938, 26.0150, 17.4307], [-34.5036, 25.9642, 20.4643], [-35.2327, 25.0907, 19.3432], [-37.5145, 27.2160, 17.9325], [-36.0293, 26.8118, 16.9902], [-36.8798, 25.5950, 18.0001], [-37.4125, 27.9830, 20.5054], [-37.0955, 26.2547, 20.4000], [-36.0182, 27.2411, 21.2673], [-32.7632, 29.4232, 16.7080], [-34.5004, 29.3798, 16.5332], [-33.4175, 28.0012, 16.2305], [-27.2314, 18.9826, 28.9227], [-25.9376, 18.1022, 28.7422], [-26.4898, 16.6543, 28.9904], [-27.2284, 16.0946, 27.7936], [-26.2673, 16.0446, 26.5981], [-25.7803, 17.4962, 26.1618], [-25.2014, 18.1846, 27.3948], [-24.4917, 19.4435, 27.1014], [-24.6042, 17.1772, 25.1491], [-26.8323, 18.3579, 25.3527], [-24.9232, 18.3162, 29.8133], [-28.1060, 18.7469, 28.3163], [-26.9548, 20.0056, 28.6677], [-27.6089, 18.9822, 29.9452], [-25.6222, 16.0151, 29.1538], [-27.0497, 16.4647, 29.9062], [-28.0339, 16.7275, 27.4210], [-27.5523, 15.0779, 28.0160], [-26.8631, 15.7832, 25.7236], [-25.4791, 15.3304, 26.8366], [-24.3405, 18.1664, 24.7751], [-23.7468, 16.7224, 25.6452], [-25.0121, 16.5130, 24.3871], [-26.5124, 19.3915, 25.2203], [-26.9983, 17.8842, 24.3852], [-27.7840, 18.6868, 25.7702], [-24.6004, 19.3572, 29.8285], [-24.0507, 17.7454, 29.4953], [-25.3020, 18.0751, 30.8065], [-23.1292, 29.5886, 20.9672], [-23.2921, 28.8774, 19.9242], [-24.0604, 29.3658, 18.9592], [-22.9138, 27.4309, 19.8247], [-24.1499, 30.3708, 19.0060], [-23.9779, 28.9412, 18.0465], [-23.7721, 26.7789, 19.9870], [-22.1891, 27.1258, 20.5796], [-22.6832, 27.2733, 18.7711], [-27.7940, 33.8939, 23.9849], [-28.3260, 34.9778, 23.8536], [-27.5571, 35.9604, 23.4757], [-29.7675, 35.2143, 24.1936], [-26.6408, 35.7369, 23.1145], [-27.7647, 36.9483, 23.5070], [-29.9801, 35.1600, 25.2613], [-30.5866, 34.7964, 23.6083], [-29.8666, 36.2931, 24.0735], [-38.2125, 24.4627, 26.3715], [-37.1772, 24.3529, 25.7490], [-36.1756, 25.2283, 25.8087], [-36.9634, 23.2711, 24.6781], [-36.4160, 26.0101, 26.4012], [-35.3438, 25.1723, 25.2385], [-37.8040, 23.2488, 23.9846], [-36.9796, 22.3552, 25.2689], [-35.9994, 23.3975, 24.1854], [-24.1026, 26.5777, 31.2903], [-24.8503, 25.7491, 30.9054], [-24.6794, 25.1959, 29.7021], [-25.8964, 25.1906, 31.8670], [-25.0791, 24.3051, 29.4433], [-24.1579, 25.7257, 29.0184], [-26.6685, 25.9587, 31.9118], [-25.5005, 24.8487, 32.8232], [-26.4386, 24.3079, 31.5279], [-23.6493, 34.0502, 33.9973], [-24.6219, 33.4273, 33.6286], [-24.4538, 32.4038, 32.7955], [-26.0346, 33.7075, 34.1462], [-23.4781, 32.2387, 32.5938], [-25.2613, 31.9173, 32.4329], [-26.6600, 34.4065, 33.5909], [-25.9211, 34.0155, 35.1856], [-26.4298, 32.6925, 34.1868], [-31.8382, 33.6417, 36.0340], [-32.3277, 33.2342, 35.0177], [-32.5715, 34.0380, 34.0168], [-32.7049, 31.7384, 34.9601], [-32.0758, 34.9180, 34.0174], [-32.7342, 33.6835, 33.0851], [-31.8937, 31.2537, 34.4168], [-33.6261, 31.6732, 34.3811], [-33.0513, 31.4044, 35.9382]], "lowdin_spin": [0.00, 0.00, 0.00, 0.00, 0.00, 0.00, 0.00, 0.00, 0.00, 0.00, 0.00, 0.00, 0.00, 0.00, 0.00, 0.00, 0.00, 0.00, 0.00, 0.01, 0.02, 0.00, 0.00, 0.00, 0.02, 0.33, 0.58, 0.02, 0.00, 0.01, 0.00, 0.00, 0.00, 0.00, 0.00, 0.00, 0.00, 0.00, 0.00, 0.00, 0.00, 0.00, 0.00, 0.00, 0.00, 0.00, 0.00, 0.00, 0.01, 0.02, 0.00, 0.00, 0.00, 0.02, 0.35, 0.58, 0.00, 0.01, 0.00, 0.00, 0.00, 0.00, 0.00, 0.00, 0.00, 0.00, 0.00, 0.00, 0.00, 0.00, 0.00, 0.00, 0.00, 0.00, 0.00, 0.00, 0.00, 0.00, 0.00, 0.00, 0.00, 0.00, 0.00, 0.00, 0.00, 0.00, 0.00, 0.00, 0.00, 0.00, 0.00, 0.00, 0.00, 0.00, 0.00, 0.00, 0.00, 0.00, 0.00, 0.00, 0.00, 0.00, 0.00, 0.00, 0.00, 0.00, 0.00, 0.00, 0.00, 0.00, 0.00, 0.00, 0.00, 0.00, 0.00, 0.00, 0.00, 0.00, 0.00, 0.00, 0.00, 0.00, 0.00, 0.00, 0.00, 0.00, 0.00, 0.00, 0.00, 0.00, 0.00]}